Here is a 6-piece molecular cluster, C32H52BrN2O11S overall at a distorted geometry from the OMol25 dataset. Energies are from the ωB97M-V functional and the def2-TZVPD basis.

orbital gap = 8.30 eV
DFT total energy = -140395.8361 eV
total charge = +1

Structure (XYZ):
```
99
Properties=species:S:1:pos:R:3:lowdin_charge:R:1
Br -0.46566 -1.75618 -3.71455 0.70
S 4.05897 2.09818 -1.69493 0.67
O -3.23416 -4.43665 0.03780 0.04
O 0.17849 -3.59517 6.16897 0.03
O -3.29312 -2.30049 0.85261 0.06
O 3.44178 -1.63100 2.26875 0.00
O 1.18197 -0.67883 -1.69132 -0.19
O -2.49465 7.01488 -0.58389 -0.01
O 1.99432 -1.12027 3.96421 0.07
O 8.56560 -2.23539 -1.33766 0.04
O 7.26494 -3.17523 0.29193 0.09
O -4.38138 8.16107 0.01367 0.11
O -0.53373 -5.62749 6.93904 0.11
N -0.97298 -0.62696 0.51970 0.06
N 1.37039 1.35640 -0.39204 0.05
C -1.70608 0.68713 -1.67637 -0.16
C -0.73650 -4.59766 6.31734 -0.46
C -0.89091 8.55198 0.12680 -0.17
C -2.02543 -4.22531 5.64938 -0.09
C -0.43053 -2.50326 5.48151 -0.17
C 6.23818 -1.98207 -1.54563 -0.10
C -2.31848 2.10379 -5.50455 -0.15
C -1.24879 3.02135 -4.64181 -0.24
C -4.03590 -5.19856 -0.86358 -0.16
C 8.32251 -1.41188 -2.47719 -0.16
C 2.48088 1.70614 -1.15211 -0.53
C -0.06649 -1.45875 -1.74668 -0.58
C -3.16854 8.03099 0.03060 -0.46
C -5.08196 -3.11271 -0.55979 -0.07
C 4.59929 -3.38012 3.28878 -0.15
C 6.89509 -1.68861 -2.87068 -0.17
C -3.79556 -3.20318 0.20385 -0.44
C -3.32708 2.89532 -1.76559 -0.18
C -2.20893 8.92332 0.75795 -0.08
C 0.49640 -0.80939 0.83208 -0.05
C -2.83413 1.59524 -0.89017 -0.20
C 1.46456 -0.18290 -0.33309 -0.30
C 4.29343 -2.73414 1.96286 -0.16
C -1.10706 7.11419 -0.26687 -0.19
C -5.40115 -4.56401 -0.81521 -0.15
C 2.84106 -1.84970 3.47518 -0.45
C 3.33890 -3.12872 4.07722 -0.07
C -1.59754 -3.10116 4.74020 -0.18
C -2.05779 4.20714 -3.79990 -0.21
C -1.33648 -0.73210 -0.94449 -0.23
C 7.37404 -2.55112 -0.75055 -0.45
C -2.07977 3.92292 -2.16479 -0.19
H -2.73646 -3.88683 6.40812 0.14
H -0.74469 -1.75752 6.21930 0.14
H 5.44076 -2.86446 3.76737 0.13
H -2.20054 0.40022 -2.72456 0.10
H -4.06020 -6.24386 -0.54208 0.14
H -2.39189 -2.37903 4.53355 0.12
H 0.08650 -2.55688 -1.30396 0.13
H 9.02352 -1.67127 -3.27589 0.13
H 0.29375 -2.04571 4.80130 0.09
H -3.16080 4.35429 -4.21288 0.12
H -3.23698 2.74623 -5.90153 0.09
H -0.88525 6.42125 0.55153 0.13
H -1.48461 -1.42035 1.01114 0.15
H 4.85755 -4.43889 3.20243 0.13
H -0.56471 3.58912 -5.43798 0.11
H -4.08382 3.53219 -1.12193 0.12
H -5.86044 -2.62939 0.03501 0.14
H -3.92542 2.54599 -2.73419 0.12
H -1.74746 1.71907 -6.47362 0.08
H -0.03320 8.69247 0.78993 0.12
H 8.48001 -0.36626 -2.19253 0.13
H -2.28859 2.02703 0.07971 0.11
H 6.43091 -0.86242 -3.41575 0.12
H -2.43339 -5.06589 5.08334 0.13
H -0.54318 2.39174 -3.94563 0.09
H 3.54943 -3.00747 5.14229 0.14
H 0.74956 -1.95213 1.06256 0.17
H 5.88148 -1.07081 -1.05759 0.12
H -1.06932 3.47771 -1.77714 0.10
H -1.50342 5.24518 -3.99914 0.11
H -4.90772 -2.56457 -1.48985 0.14
H -2.23253 8.68019 1.82385 0.14
H -0.74531 1.33086 -1.97056 0.10
H 0.69309 -0.24078 1.86146 0.16
H 5.42838 -2.70766 -1.65131 0.13
H -2.24721 -1.49120 -1.06874 0.16
H -3.58744 -5.14445 -1.86114 0.13
H -2.19544 4.98356 -1.65104 0.09
H -3.73800 0.95096 -0.46196 0.13
H 2.59452 -3.91333 3.91565 0.14
H -2.44908 9.97652 0.59515 0.14
H -2.68692 1.19581 -4.82902 0.06
H 6.85205 -2.58066 -3.50739 0.13
H -1.25699 -3.51298 3.78237 0.11
H -5.96897 -4.96952 0.03105 0.13
H 5.19897 -2.37415 1.46585 0.11
H 2.58533 -0.43914 -0.01974 0.17
H 3.76083 -3.40906 1.28464 0.13
H -0.72861 9.16187 -0.77025 0.13
H -1.28390 0.24787 0.99607 0.18
H -0.50867 6.83564 -1.13920 0.13
H -5.98553 -4.73013 -1.72409 0.13
```

***

Here is a 8-piece molecular cluster, C32H52N4O8 overall from the OMol25 dataset. Energies are from the ωB97M-V functional and the def2-TZVPD basis.

orbital gap = 9.94 eV
DFT total energy = -56368.6687 eV
total charge = 0
SMILES = O=C1CCCO1.O=C1CCCO1.O=C1CCCO1.O=C1CCCO1.CCCC#N.CCCC#N.CCCC#N.CCCC#N
ΔE to the lowest compared entry with this formula, charge and spin = 0.0 kcal per mole

Structure (XYZ):
```
96
Properties=species:S:1:pos:R:3:lowdin_charge:R:1
O -0.55289 -2.08092 6.17543 0.01
O -5.29512 -0.30036 4.04621 0.13
O -0.63121 -3.45064 -1.86410 0.01
O 2.71270 2.61076 -1.89725 -0.01
O -0.77733 -2.65606 -3.94130 0.12
O 0.79075 2.17061 -2.93005 0.11
O -0.35493 -3.33929 8.01131 0.13
O -5.04763 0.50728 6.11427 0.02
N -4.16914 2.27660 -4.80765 0.14
N 3.31806 -0.42675 -3.65764 0.18
N -0.22480 0.13368 2.52185 0.19
N -2.25223 2.84350 1.11698 0.18
C -0.19508 -3.32499 -3.14232 -0.48
C -0.12296 0.31309 1.39566 -0.19
C 0.22861 -4.31796 -1.11599 -0.15
C 0.01987 2.96417 4.29457 -0.12
C -3.96268 0.96577 6.95155 -0.14
C -3.29806 1.83466 -4.20578 -0.23
C 0.55568 3.66713 3.06253 -0.26
C -2.47357 0.05016 -2.61252 -0.26
C 3.86175 3.54595 -3.74906 -0.14
C 4.01145 3.10109 -2.28822 -0.13
C 2.36809 -0.32422 -4.29577 -0.23
C 0.44724 -3.51968 4.58146 -0.15
C 2.35565 -1.28723 -7.09077 -0.10
C -4.57150 0.04877 4.92835 -0.48
C -3.05513 0.13837 4.91802 -0.07
C -1.50166 3.53954 1.63578 -0.22
C 0.78887 -0.52548 -0.77663 -0.25
C 1.05845 -5.06646 -2.15766 -0.14
C -2.17982 1.28394 -3.44811 -0.20
C 2.28651 -0.49411 -0.52982 -0.10
C -0.53826 4.41527 2.29433 -0.19
C 1.13553 -4.04334 -3.27591 -0.07
C 2.36671 3.79267 -3.87476 -0.07
C -2.78641 1.17865 6.00505 -0.16
C -3.45473 0.33357 -1.48606 -0.10
C -0.11323 -2.10734 4.79953 -0.17
C 0.88357 -3.91985 5.98922 -0.08
C 1.10466 -1.23466 -6.22159 -0.25
C 0.01319 0.56457 -0.04046 -0.17
C -0.06234 -3.13030 6.87342 -0.49
C 1.14199 -0.21538 -5.08063 -0.18
C 1.80437 2.80503 -2.88070 -0.48
H 1.96530 3.62045 -4.86960 0.12
H 2.02079 -5.40026 -1.77200 0.12
H 2.08526 4.80290 -3.56961 0.13
H -4.43789 0.60708 -1.87203 0.08
H -0.99696 0.63141 -0.45025 0.08
H -2.84999 -0.75732 -3.24370 0.11
H 1.27678 4.42779 3.37358 0.11
H 0.81836 2.48564 4.86178 0.08
H 1.91538 -3.62461 6.18522 0.13
H 0.95709 -2.20629 -5.74910 0.09
H 0.53246 -5.95838 -2.50199 0.12
H -1.34858 1.15022 -4.14582 0.09
H 4.28831 3.92256 -1.62905 0.12
H 4.69487 2.26304 -2.17847 0.12
H -0.67561 2.16524 4.02602 0.03
H 0.58644 -0.36596 -1.83924 0.08
H -4.30136 1.87401 7.44285 0.12
H -0.35632 -4.16864 4.23268 0.12
H -3.12108 1.14365 -0.83049 0.04
H -1.10733 5.05444 2.97684 0.12
H 0.61140 -1.30833 4.65594 0.11
H -0.51281 3.66986 4.93417 0.08
H 1.08810 0.80549 -5.46513 0.12
H 2.55753 -0.70146 0.50748 0.08
H 1.26348 -3.55092 3.86342 0.11
H -3.57852 -0.53861 -0.84058 0.08
H 4.46212 4.42166 -3.99078 0.11
H 1.89850 -3.27612 -3.10434 0.13
H -0.95793 -1.90776 4.14845 0.09
H -1.52284 -0.32521 -2.22601 0.07
H 0.22615 -1.03620 -6.83476 0.12
H 0.80154 -4.98436 6.19056 0.12
H -0.38977 -4.98265 -0.51768 0.13
H 4.19530 2.76120 -4.42862 0.11
H 2.71575 -0.29812 -7.37869 0.08
H 2.80769 -1.21501 -1.16148 0.05
H -1.78053 2.07461 -2.80305 0.11
H -2.79944 2.18018 5.57194 0.11
H 1.08116 2.99257 2.38549 0.10
H -3.76515 0.18774 7.68992 0.13
H -0.09613 5.08656 1.55563 0.12
H 2.17536 -1.89377 -7.97683 0.07
H 0.28715 -0.40577 -4.43276 0.09
H 0.47973 1.54727 -0.13864 0.11
H -2.62381 -0.82752 5.17512 0.11
H 1.28532 -4.46257 -4.26620 0.13
H 3.17150 -1.77144 -6.54673 0.07
H 2.68282 0.47410 -0.83386 0.05
H -1.82991 1.05801 6.51256 0.12
H 0.36037 -1.49922 -0.52382 0.09
H -2.73005 0.46560 3.93432 0.11
H 0.85700 -3.72658 -0.44739 0.12
```

***

Here is C32H53AsBN6PdS3Te as an isolated structure at a distorted geometry from the OMol25 dataset. Energies are from the ωB97M-V functional and the def2-TZVPD basis.

orbital gap = 6.07 eV
DFT total energy = -147757.7742 eV
total charge = +3
ΔE to the lowest compared entry with this formula, charge and spin = 44.3 kcal per mole

Structure (XYZ):
```
98
Properties=species:S:1:pos:R:3:lowdin_charge:R:1
Te -3.15008 -1.33607 0.68935 1.36
Pd -0.59274 -0.34907 0.57254 0.11
As 0.17420 -2.14859 1.99484 1.09
S 1.87854 -0.29302 0.25982 0.67
S -1.76672 2.37557 0.20517 0.78
S 0.49080 2.31605 0.66840 0.75
N 1.27276 4.39434 -0.99127 0.05
N -3.21735 1.07311 -1.72351 0.01
N 1.36857 -0.01846 -2.41904 0.05
N -1.07021 0.53336 -1.76112 -0.01
N 0.70571 2.51429 -1.98741 0.06
N 3.19742 -1.16778 -2.00410 0.03
C -1.00141 -2.85371 3.39682 -0.29
C -0.65080 -4.27405 3.73065 -0.32
C 1.89764 -0.43571 -3.62854 -0.02
C -4.49037 1.91032 -1.60527 -0.52
C 1.37272 4.58816 -2.34127 0.01
C 1.78599 -1.90434 3.02870 -0.25
C -5.00010 1.92779 -0.16943 -0.04
C 0.09197 -4.55544 4.87499 -0.04
C 1.55940 5.55875 -0.04194 -0.52
C -1.11222 -5.32767 2.94078 -0.07
C -0.08123 -6.90979 4.42506 -0.05
C 1.42149 5.17583 1.42216 -0.07
C 3.01989 -1.13113 -3.37470 -0.01
C -0.82699 -6.63877 3.28431 -0.05
C -3.94465 -3.15414 1.47608 -0.35
C -1.75375 -0.31035 -2.64205 -0.04
C -4.14840 3.31264 -2.10412 -0.01
C 5.03768 -2.78094 -2.33933 -0.03
C -2.01780 1.32740 -1.18918 -0.64
C 4.50124 -1.69166 -1.41014 -0.52
C 4.31469 -2.29472 -0.02351 -0.06
C 2.17681 -0.48675 -1.43658 -0.57
C 2.99561 6.00122 -0.31509 -0.01
C 1.01075 3.43439 -2.95651 0.02
C 0.55378 6.65754 -0.38032 -0.01
C 0.37214 -5.86905 5.22264 -0.04
C -3.05140 0.03122 -2.63405 -0.03
C 0.85435 3.12752 -0.79862 -0.61
C -5.55741 1.28971 -2.49953 -0.03
C 0.58544 -3.56546 0.75357 -0.24
C 5.45583 -0.50257 -1.35675 -0.01
C -3.63298 -0.22224 2.45765 -0.36
B 0.27438 1.08238 -2.43720 -0.51
H 0.89086 -4.44924 1.31173 0.05
H -1.22993 -1.02341 -3.25437 0.15
H 1.99032 -2.88817 3.45475 0.05
H -3.86969 -0.36883 -3.20228 0.14
H 3.70149 5.19821 -0.10059 0.10
H 3.14646 6.33757 -1.33956 0.09
H 2.11845 4.39085 1.72018 0.08
H 3.22799 6.84049 0.33882 0.11
H -5.77009 0.25397 -2.23084 0.10
H -3.35543 -3.61907 2.25625 -0.01
H -2.02591 -2.72532 3.07397 0.00
H -5.06456 3.89854 -2.16501 0.11
H 5.26022 -2.76092 0.25117 0.11
H -4.30472 2.38818 0.53223 0.04
H -1.71465 -5.12627 2.06099 0.10
H 4.09390 -1.54903 0.73322 0.03
H 0.72446 7.50096 0.28706 0.11
H -5.91558 2.51810 -0.14879 0.11
H -0.28789 -3.79619 0.14661 0.04
H 1.60923 -1.18996 3.83094 0.05
H 3.69923 -1.60083 -4.05854 0.13
H 0.43966 -3.74671 5.50787 0.12
H -2.82300 0.46255 2.68609 0.00
H 5.87880 -3.26194 -1.84405 0.10
H 3.55001 -3.07163 -0.01470 0.08
H -5.24840 0.92253 0.17048 0.06
H -5.29966 1.34952 -3.55700 0.10
H -4.91371 -2.83965 1.85837 0.03
H -6.47656 1.85524 -2.35727 0.11
H 1.68303 5.52363 -2.76851 0.14
H 1.43951 -0.18487 -4.56815 0.13
H -1.19366 -7.45139 2.67187 0.12
H 5.59246 -0.06212 -2.34481 0.10
H -4.07771 -3.83934 0.64296 0.02
H 1.66927 6.06669 1.99789 0.11
H 0.65997 7.02160 -1.40122 0.09
H 0.02212 1.23789 -3.59351 0.13
H 6.42938 -0.83711 -0.99916 0.11
H -3.76318 -0.93996 3.26393 0.02
H 0.13799 -7.93344 4.69606 0.12
H -4.55687 0.32492 2.29665 0.01
H 4.28785 -3.54593 -2.54418 0.10
H -0.47002 6.31015 -0.23435 0.10
H 1.39407 -3.22308 0.11363 0.00
H 5.41582 -2.38486 -3.28023 0.09
H 0.95641 3.19958 -4.00429 0.14
H 0.92948 -6.07960 6.12517 0.12
H 2.62014 -1.58338 2.41761 -0.02
H -3.70630 3.27312 -3.10029 0.10
H -0.83306 -2.18861 4.24541 0.09
H -3.46722 3.83416 -1.43069 0.06
H 0.40736 4.88793 1.68951 0.07
H 5.08869 0.26438 -0.67199 0.09
```